Record 1
{"formula": "H14LiO7", "method": "wB97M-V/def2-TZVPD", "elements": ["Li", "O", "H", "H", "O", "H", "H", "O", "H", "H", "O", "H", "H", "O", "H", "H", "O", "H", "H", "O", "H", "H"], "coordinates": [[0.1237, 0.3032, -0.2883], [-0.3583, 2.2247, -0.4903], [0.0612, 3.0781, -0.3813], [-1.1939, 2.4203, -0.9142], [1.4732, 0.5638, 1.2238], [1.3519, 1.3162, 1.8030], [2.4152, 0.3950, 1.2438], [2.6480, -2.2524, 0.7242], [1.7661, -2.0346, 0.4225], [2.6380, -3.2039, 0.8280], [-2.6103, 0.0016, -1.0276], [-3.4286, 0.4344, -1.2713], [-2.4580, 0.2692, -0.1212], [-0.1178, -1.7546, -0.0227], [-0.0591, -2.3220, -0.7914], [-0.2401, -2.3568, 0.7112], [1.0525, 0.0156, -2.0908], [0.9591, -0.9039, -2.3399], [1.1845, 0.4765, -2.9192], [-1.7507, 0.8139, 1.6463], [-2.0148, 1.7227, 1.5033], [-1.4419, 0.7933, 2.5521]], "forces_ev_per_angstrom": [[0.2, 0.1, 0.1], [-0.1, 0.0, 0.1], [0.3, 0.2, 0.0], [-0.3, -0.1, -0.3], [-0.4, 0.1, -0.2], [-0.1, 0.2, 0.2], [0.4, -0.4, -0.1], [0.3, 0.2, 0.0], [-0.2, 0.2, -0.1], [0.2, -0.3, 0.1], [0.5, 0.2, -0.3], [-0.3, 0.0, -0.2], [-0.1, -0.2, 0.6], [0.2, 0.4, -0.2], [-0.3, -0.3, -0.3], [-0.3, -0.1, 0.4], [-0.2, -0.2, 0.5], [0.1, -0.3, -0.2], [0.0, 0.3, -0.2], [0.1, -0.2, -0.3], [0.0, 0.4, 0.0], [0.0, -0.2, 0.3]], "charge": 1, "orbital_gap_ev": 11.21, "spin_multiplicity": 1, "homo_energy_ev": -14.43, "fmax_ev_per_a": 0.69, "e_above_lowest_ev": 0.167, "lumo_ev": -3.2, "e_tot_ha": -542.48799}

=====

Record 2
{"formula": "H14NO5", "method": "wB97M-V/def2-TZVPD", "elements": ["N", "H", "H", "H", "H", "H", "H", "O", "H", "H", "O", "H", "H", "O", "H", "H", "O", "H", "H", "O"], "coordinates": [[0.3099, -0.0961, 1.0279], [0.3147, 0.9098, 0.9084], [1.3243, -0.4904, 1.2117], [-0.1758, -0.2122, 1.8289], [-0.0848, -0.5558, 0.1486], [-1.9046, 0.2057, -4.8236], [-0.3629, 0.3232, -4.8522], [-1.1183, -0.0707, -4.3657], [0.8770, 3.0421, -0.1358], [-0.5769, 3.1171, -0.5178], [-0.0311, 2.8438, 0.2877], [1.4353, -3.5562, 1.5288], [2.5439, -2.6082, 1.1137], [1.6031, -2.6420, 1.2654], [-0.8953, -2.3775, -1.1554], [-0.9917, -1.3638, -2.2919], [-0.6838, -1.4947, -1.3980], [-1.1731, 1.2646, 3.3950], [-0.1100, 2.2322, 3.7204], [-0.2997, 1.5294, 3.1040]], "forces_ev_per_angstrom": [[4.2, -0.9, -3.8], [0.1, 0.8, -0.4], [-2.7, 0.9, -0.5], [-2.2, -1.0, 3.2], [0.3, 0.2, 1.0], [-0.4, 0.2, -0.4], [-0.8, -0.4, 0.4], [1.2, 0.1, 0.2], [-1.7, -0.4, 1.3], [0.5, -0.6, 1.7], [1.4, 0.9, -3.1], [0.0, 0.2, 0.0], [0.6, -0.1, -0.1], [-0.4, 0.0, 0.1], [-0.3, -1.2, 0.2], [-0.1, 0.3, -0.6], [0.5, 1.2, 0.6], [-0.4, -0.2, 0.0], [0.5, 0.5, 0.2], [-0.2, -0.3, 0.0]], "charge": 1, "orbital_gap_ev": 11.72, "spin_multiplicity": 1, "homo_energy_ev": -14.52, "fmax_ev_per_a": 5.74, "e_above_lowest_ev": 1.244, "lumo_ev": -2.8, "e_tot_ha": -439.12422}

=====

Record 3
{"formula": "H14NO5", "method": "wB97M-V/def2-TZVPD", "elements": ["N", "H", "H", "H", "H", "H", "H", "O", "H", "H", "O", "H", "H", "O", "H", "H", "O", "H", "H", "O"], "coordinates": [[1.0764, -0.8398, 0.3794], [0.5682, -1.6312, 0.0768], [1.7343, -0.3757, -0.2505], [1.5100, -1.1255, 1.3432], [0.3284, -0.1756, 0.7704], [-2.5173, 4.4614, -0.6172], [-3.0741, 3.1998, -1.3611], [-2.4142, 3.5328, -0.6455], [0.1776, -1.6878, -2.7946], [-0.6907, -2.7536, -2.2831], [-0.0133, -2.1140, -2.0338], [3.5637, -0.6328, -2.1818], [3.3571, 0.5151, -1.1662], [2.8696, -0.2160, -1.5979], [-0.9371, 1.6284, 1.5380], [-1.0142, 2.1844, 0.1893], [-0.5279, 1.5988, 0.6779], [-1.8626, -2.3320, 3.1208], [-0.5617, -2.6101, 3.7070], [-0.9288, -1.8999, 3.2560]], "forces_ev_per_angstrom": [[-0.9, 1.4, 5.8], [-0.3, -1.2, -1.5], [0.3, -0.6, -0.8], [-0.2, 0.5, -2.4], [1.3, -0.6, -1.4], [-0.3, 2.5, 0.2], [1.3, 0.7, 1.4], [-1.0, -3.1, -1.6], [1.2, 2.3, -4.0], [0.0, -0.1, 0.1], [-1.2, -2.2, 4.0], [-1.1, 0.4, 0.9], [-0.1, -0.3, -0.6], [1.4, 0.3, -0.2], [-0.2, 0.1, 1.1], [-2.0, 2.7, -2.5], [2.0, -2.5, 1.7], [1.9, 1.6, 0.1], [2.0, -2.2, 1.9], [-3.9, 0.6, -2.0]], "charge": 2, "orbital_gap_ev": [12.07, 2.44], "spin_multiplicity": 2, "homo_energy_ev": [-18.44, -17.77], "fmax_ev_per_a": 6.04, "e_above_lowest_ev": 1.297, "lumo_ev": [-6.4, -15.3], "e_tot_ha": -438.55313, "s_squared": 0.756}

=====

Record 4
{"formula": "H14NaO15S2", "method": "wB97M-V/def2-TZVPD", "elements": ["Na", "S", "O", "O", "O", "O", "S", "O", "O", "O", "O", "O", "H", "H", "O", "H", "H", "O", "H", "H", "O", "H", "H", "O", "H", "H", "O", "H", "H", "O", "H", "H"], "coordinates": [[-12.7303, -14.2795, 6.4203], [-7.7073, -14.8055, 8.0404], [-9.1047, -14.5055, 8.0228], [-7.0432, -13.6155, 8.5624], [-7.4135, -15.9459, 8.9138], [-7.2084, -15.0758, 6.6875], [-12.7832, -10.2098, 3.4383], [-13.2291, -8.8035, 3.5593], [-13.4646, -10.9472, 2.4086], [-11.3313, -10.2997, 3.1499], [-13.0487, -10.9462, 4.6910], [-16.8678, -14.5106, 5.7291], [-16.7998, -15.4318, 5.4780], [-16.6274, -14.4959, 6.6555], [-9.6125, -10.8727, 7.2555], [-10.0984, -10.7604, 6.4385], [-9.5948, -11.8194, 7.3960], [-15.0919, -14.5550, 9.5065], [-15.6264, -13.9556, 10.0274], [-14.4430, -14.8950, 10.1226], [-9.9883, -15.0462, 3.8607], [-9.5558, -15.7237, 3.3408], [-9.3221, -14.7623, 4.4867], [-13.8559, -17.8887, 5.9946], [-14.7852, -18.0594, 5.8410], [-13.4044, -18.6154, 5.5653], [-11.6626, -16.4254, 10.5170], [-11.0562, -16.0026, 9.9090], [-11.0981, -16.8905, 11.1344], [-14.0979, -10.3169, 8.6508], [-14.8867, -10.6663, 9.0654], [-14.0936, -10.7064, 7.7765]], "forces_ev_per_angstrom": [[0.7, 0.6, -0.4], [3.4, 0.5, 0.2], [-5.2, 0.2, -0.3], [1.1, 1.3, 0.7], [-0.2, -1.6, 0.9], [0.0, -0.6, -1.6], [2.1, 0.1, 0.4], [-0.3, 0.3, 0.0], [-2.1, -0.8, -2.7], [0.5, 0.7, 0.2], [-0.5, -0.7, 2.6], [-0.1, 0.0, -0.1], [0.0, -0.2, -0.1], [0.1, 0.1, 0.3], [-0.1, 0.3, 0.3], [-0.2, 0.1, -0.5], [0.4, -0.5, 0.2], [-0.2, -0.1, -0.3], [-0.1, 0.2, 0.1], [0.4, -0.2, 0.1], [-0.6, -0.2, -0.2], [0.1, -0.1, 0.0], [0.5, 0.2, 0.6], [-0.1, 0.2, 0.2], [-0.2, 0.0, 0.0], [0.3, -0.1, -0.1], [-0.7, -0.1, 0.2], [0.6, 0.3, -0.4], [0.2, 0.0, 0.0], [-0.1, 0.0, 0.5], [-0.2, 0.0, 0.0], [0.3, 0.1, -0.7]], "charge": -3, "orbital_gap_ev": 2.18, "spin_multiplicity": 1, "homo_energy_ev": 1.90, "fmax_ev_per_a": 5.26, "e_above_lowest_ev": 4.906, "lumo_ev": 4.1, "e_tot_ha": -2095.55754}

=====

Record 5
{"formula": "H14O6S", "method": "wB97M-V/def2-TZVPD", "elements": ["O", "H", "H", "O", "H", "H", "O", "H", "H", "O", "H", "H", "O", "H", "H", "O", "H", "H", "S", "H", "H"], "coordinates": [[2.1679, 0.3538, -0.7677], [3.1004, 0.5916, -0.7344], [1.8114, 0.7553, 0.0348], [0.1419, -0.4660, 1.6853], [-0.2954, -0.2567, 2.5221], [-0.6333, -0.7180, 1.1413], [-0.0538, -0.8355, -1.7937], [0.7820, -0.5235, -1.4380], [0.0258, -0.7964, -2.7501], [-2.0557, -1.4038, -0.0721], [-2.0245, -2.3572, -0.1811], [-1.5058, -1.0230, -0.7892], [-0.8907, 1.2113, 4.6923], [-0.3547, 0.8563, 5.4081], [-0.5226, 2.0865, 4.5309], [3.3510, -0.4663, 1.8196], [3.9244, -1.0184, 2.3566], [2.4531, -0.8116, 1.9064], [-3.5431, 1.4570, -6.3289], [-3.0586, 2.5977, -5.8105], [-2.8198, 0.7670, -5.4316]], "forces_ev_per_angstrom": [[0.1, 0.5, 0.1], [0.0, -0.3, -0.1], [-0.1, -0.2, 0.1], [-0.5, 0.0, 0.1], [0.3, 0.2, 0.1], [0.3, -0.2, -0.1], [-0.6, -0.3, -0.4], [0.6, 0.2, 0.1], [0.0, 0.0, 0.1], [0.0, 0.5, 0.1], [0.1, 0.0, -0.1], [-0.1, -0.5, 0.1], [0.1, 0.0, -0.1], [0.0, 0.0, 0.0], [0.0, 0.0, 0.0], [0.1, 0.2, 0.0], [-0.1, -0.1, 0.0], [-0.1, -0.1, 0.0], [0.3, 0.1, 0.3], [-0.1, 0.0, -0.2], [-0.1, -0.1, -0.1]], "orbital_gap_ev": 10.33, "spin_multiplicity": 1, "homo_energy_ev": -9.77, "fmax_ev_per_a": 0.81, "e_above_lowest_ev": 0.554, "lumo_ev": 0.6, "e_tot_ha": -858.01866}

=====

Record 6
{"formula": "H14O7", "method": "wB97M-V/def2-TZVPD", "elements": ["O", "H", "H", "O", "H", "H", "O", "H", "H", "O", "H", "H", "O", "H", "H", "O", "H", "H", "O", "H", "H"], "coordinates": [[0.8631, 1.7981, 1.2251], [0.8031, 1.1300, 1.9079], [0.8064, 1.3084, 0.4046], [0.9940, -1.3586, 1.5998], [0.3271, -1.3156, 0.9145], [0.7403, -2.1108, 2.1346], [0.0967, 1.3878, -2.4157], [-0.1319, 0.5939, -1.9323], [0.0257, 1.1368, -3.3367], [1.1090, 1.2176, -0.6571], [1.0851, 1.1493, -1.6116], [2.0095, 1.4734, -0.4573], [-1.1209, 0.4739, 2.4384], [-1.1715, -0.0679, 1.6509], [-2.0319, 0.5917, 2.7076], [-1.7653, -2.2697, -1.6121], [-0.9794, -2.4774, -2.1176], [-1.4547, -2.1814, -0.7110], [-0.0470, -0.1989, 0.3441], [-0.7325, -0.5218, -0.2408], [0.5752, 0.2411, -0.2352]], "forces_ev_per_angstrom": [[0.7, 2.2, 5.3], [-0.2, 0.3, 0.7], [-1.7, 2.1, 4.7], [2.7, -3.5, 3.3], [0.5, -0.5, 0.4], [0.5, -0.3, 0.7], [-2.4, 0.1, -4.0], [-1.5, -0.4, -0.5], [-0.3, 0.1, -0.7], [8.0, 1.6, -7.2], [1.1, 0.7, -1.0], [0.5, 0.3, 0.6], [-1.0, -0.1, 1.0], [0.3, 0.3, 0.1], [-0.2, 0.2, 0.3], [-0.2, 0.4, -0.1], [0.2, -0.2, -0.2], [0.0, -0.4, 0.3], [-7.2, -1.7, -2.7], [-0.8, 0.2, -0.5], [0.9, -1.3, -0.5]], "orbital_gap_ev": 8.58, "spin_multiplicity": 1, "homo_energy_ev": -8.98, "fmax_ev_per_a": 10.90, "e_above_lowest_ev": 9.989, "lumo_ev": -0.4, "e_tot_ha": -534.75675}